## P
Density functional theory data (ωB97M-V/def2-TZVPD) for one molecule with the formula C18H20N2O5.

Calculated values
Net charge: 0
Kohn-Sham gap, Ha: 0.3191
SMILES string: O=C(c1ccc(COc2ccccc2[N+](=O)[O-])o1)N1CCCCCC1

```
45
Properties=species:S:1:pos:R:3:mulliken_charge:R:1
O -2.5245 -0.9089 -2.3572 -0.71
C -2.0482 -0.6130 -1.2699 0.50
C -0.6764 -0.0680 -1.2411 0.64
C 0.1511 0.0328 -2.3316 -1.19
C 1.3338 0.6592 -1.8885 -0.30
C 1.1525 0.9054 -0.5581 0.20
C 2.0490 1.5421 0.4575 -0.76
O 3.4143 1.3032 0.1965 -0.41
C 3.9010 0.0512 0.2489 0.69
C 3.1677 -1.0753 0.6262 -0.25
C 3.7635 -2.3201 0.6967 -0.85
C 5.1098 -2.4845 0.4082 -0.52
C 5.8553 -1.3856 0.0381 -0.54
C 5.2640 -0.1306 -0.0539 0.12
N 6.0923 0.9670 -0.4817 0.97
O 5.5672 1.9320 -0.9879 -0.56
O 7.2904 0.8398 -0.3251 -0.61
O -0.0570 0.4657 -0.1551 -0.18
N -2.7455 -0.7951 -0.1230 0.08
C -2.3203 -0.4537 1.2124 -0.80
C -2.6861 0.9805 1.6048 -0.27
C -4.1727 1.2904 1.4252 -0.90
C -4.6010 1.3215 -0.0459 -0.62
C -5.0610 -0.0251 -0.6106 -0.64
C -4.1309 -1.1983 -0.2635 -1.08
H -0.0811 -0.3051 -3.3197 0.58
H 2.2011 0.9026 -2.4668 0.64
H 1.7658 1.2079 1.4653 0.39
H 1.9620 2.6337 0.4157 0.36
H 2.1207 -0.9846 0.8634 0.51
H 3.1660 -3.1720 0.9839 0.40
H 5.5677 -3.4584 0.4679 0.39
H 6.9056 -1.4700 -0.1965 0.45
H -1.2441 -0.5990 1.3068 0.17
H -2.8104 -1.1502 1.9007 0.46
H -2.1014 1.6769 1.0005 0.22
H -2.4056 1.1280 2.6499 0.43
H -4.3627 2.2712 1.8669 0.40
H -4.7750 0.5641 1.9743 0.34
H -3.7695 1.6963 -0.6470 0.22
H -5.4258 2.0268 -0.1667 0.41
H -5.1201 0.0697 -1.6952 0.32
H -6.0596 -0.2610 -0.2383 0.41
H -4.4378 -1.6653 0.6739 0.46
H -4.1842 -1.9441 -1.0603 0.41
```

***

## Q
Density functional theory data (ωB97M-V/def2-TZVPD) for C18H20N2O5 as an isolated structure.

Calculated values
Net charge: 0
Kohn-Sham gap, Ha: 0.3084

```
45
Properties=species:S:1:pos:R:3:mulliken_charge:R:1
C 1.2109 -1.8477 0.3410 -0.32
C 1.4003 -1.3204 -1.1558 0.27
C 0.9715 -0.6651 1.5388 0.40
C 0.6477 -1.3155 2.9385 -0.31
C 1.2344 -2.3115 3.8273 -0.85
C -0.6474 -0.8990 3.1867 0.01
C 0.3569 -2.6831 5.0283 -0.70
C -1.4647 -1.2272 4.2251 -0.59
C -0.7617 -2.1304 5.2516 1.33
C -0.6100 -0.0112 -1.2151 0.49
C -1.8508 -0.6392 -2.0048 0.58
C -0.8605 1.4473 -0.7724 -1.03
C -0.6806 2.3729 -1.9954 -0.03
C -1.6140 2.7964 -2.9372 -0.25
C 0.5493 3.0958 -1.9320 -0.81
C -1.1005 3.5965 -3.9945 -0.40
C 1.0148 3.7411 -3.0284 -0.29
C 0.1441 3.9829 -4.1584 0.68
H 3.2273 -2.1585 0.3398 0.36
H 2.3059 -3.5405 0.2448 0.29
H 0.2231 -2.2388 0.5175 0.57
H 0.1386 0.2674 1.2694 -0.72
H 1.9225 0.1877 1.7031 0.29
H 2.0635 -2.8050 3.5615 0.62
H -1.0241 -0.2276 2.1570 0.26
H 0.8117 -3.3016 5.9739 -0.08
H -2.5179 -0.8996 4.2170 0.40
H -0.6648 -3.0935 7.0423 0.37
H 0.6845 -0.1690 -2.8622 0.41
H -0.5529 -0.3964 -0.1044 -0.34
H -0.2068 1.6226 0.1196 0.78
H -1.8734 1.2633 -0.5353 0.46
H -2.7581 2.4961 -2.9298 0.27
H 1.1693 2.6035 -1.1989 0.26
H -1.8847 3.4610 -4.7846 0.09
H 2.1898 3.9652 -3.1434 0.22
H -0.4571 3.9583 -6.0821 0.39
H -0.6069 -2.4916 -2.1131 0.45
N 2.4221 -2.7152 0.8013 -0.60
N 0.5623 -0.4404 -1.6610 0.10
O 2.4767 -1.5258 -1.7240 -0.70
O -1.5097 -2.6220 6.3051 -0.61
O -2.9014 0.1964 -2.2084 -0.57
O 0.3780 4.5243 -5.4701 -0.60
O -1.5572 -1.9030 -2.5783 -0.54
```

***

P ends up most stable, edging out the next structure by 862.7 kJ/mol.

***

## P
Density functional theory data (ωB97M-V/def2-TZVPD) for a 2-piece molecular cluster, CClNO2S overall.

Calculated values
Net charge: 0
Kohn-Sham gap, Ha: 0.3770

```
6
Properties=species:S:1:pos:R:3:mulliken_charge:R:1
C -0.3768 0.8167 -1.3538 0.52
N 0.0276 1.3821 -0.4463 -0.36
O 1.6810 -0.8157 0.9882 -0.40
O -0.6121 -1.0215 1.7181 -0.39
S 0.4424 -0.1621 1.3298 0.70
Cl -1.1621 -0.1994 -2.2360 -0.06
```

***

## Q
Density functional theory data (ωB97M-V/def2-TZVPD) for a 2-piece molecular cluster, CClNO2S overall.

Calculated values
Net charge: 0
Kohn-Sham gap, Ha: 0.3810

```
6
Properties=species:S:1:pos:R:3:mulliken_charge:R:1
C -1.1581 -1.3638 0.0738 0.50
N -0.0213 -1.8516 -0.0078 -0.40
O 1.2878 1.3405 -1.3205 -0.42
O 1.2705 1.2741 1.2188 -0.40
S 0.8744 0.8229 -0.0633 0.76
Cl -2.2534 -0.2221 0.0989 -0.05
```

***

P ends up most stable, edging out the next structure by 28.7 kJ/mol.

***

## P
Density functional theory data (ωB97M-V/def2-TZVPD) for a 2-piece molecular cluster, CH3O3 overall.

Calculated values
Net charge: -1
Kohn-Sham gap, Ha: 0.2685

```
7
Properties=species:S:1:pos:R:3:mulliken_charge:R:1
O 2.1462 1.1386 2.6562 -0.68
H 1.3477 0.8587 2.1539 0.36
H 2.8707 0.5721 2.3062 0.31
O -1.3157 -0.8625 -0.5615 -0.67
O -1.9275 0.4351 -2.2327 -0.66
C -1.5614 -0.6701 -1.7722 0.08
H -1.5601 -1.4717 -2.5500 0.26
```

***

## Q
Density functional theory data (ωB97M-V/def2-TZVPD) for a 2-piece molecular cluster, CH3O3 overall.

Calculated values
Net charge: -1
Kohn-Sham gap, Ha: 0.3384

```
7
Properties=species:S:1:pos:R:3:mulliken_charge:R:1
O 0.4151 0.8735 -0.8116 -0.73
C 0.8894 -0.2814 -0.7106 0.06
O 0.4773 -1.2246 0.0029 -0.73
H 1.8002 -0.4785 -1.3315 0.37
H -1.1873 0.8513 0.3687 0.36
H -0.9279 -0.2761 1.2316 0.35
O -1.4668 0.5358 1.2506 -0.69
```

***

Q ends up most stable, edging out the next structure by 73.5 kJ/mol.

***

## P
Density functional theory data (ωB97M-V/def2-TZVPD) for an isolated ion of composition C3H5N2O3 and charge -1.

Calculated values
Net charge: -1
Kohn-Sham gap, Ha: 0.3152
SMILES string: NCC(=O)NC(=O)[O-]

```
13
Properties=species:S:1:pos:R:3:mulliken_charge:R:1
N -1.8652 0.1074 2.0475 -0.65
C -0.6185 -0.0939 1.3804 -0.39
C -0.3788 0.8048 0.1644 0.43
O -0.9505 1.9079 0.1811 -0.71
N 0.1770 0.3478 -0.9789 -0.12
C 1.1342 -0.7770 -1.0363 0.50
O 1.4913 -1.3910 -0.0223 -0.69
O 1.4729 -1.0161 -2.2272 -0.76
H -2.5865 0.3329 1.3631 0.27
H -1.8956 0.9586 2.6005 0.29
H -0.4138 -1.1240 1.0666 0.35
H 0.2899 0.0344 1.9813 0.26
H 0.0467 0.8543 -1.8376 0.24
```

***

## Q
Density functional theory data (ωB97M-V/def2-TZVPD) for an isolated ion of composition C3H5N2O3 and charge -1.

Calculated values
Net charge: -1
Kohn-Sham gap, Ha: 0.2985
SMILES string: CN(N)C(=O)C(=O)[O-]

```
13
Properties=species:S:1:pos:R:3:mulliken_charge:R:1
C 1.6655 -0.3756 -0.8325 -0.65
N 0.6617 -0.2551 0.2499 -0.14
N 0.6818 0.8337 1.1568 -0.69
C -0.9545 -0.3027 -0.5921 0.57
O -1.0313 -0.6847 -1.7470 -0.54
C -2.0531 -0.0939 0.4610 0.43
O -2.2123 0.9806 1.0715 -0.71
O -2.6057 -1.1481 0.6571 -0.62
H 1.9650 0.5778 -1.3209 0.20
H 2.5840 -0.8257 -0.3766 0.24
H 0.9644 -1.0176 -1.4543 0.30
H 0.1575 0.6425 1.9746 0.31
H 0.1772 1.6688 0.7524 0.29
```

***

P ends up most stable, edging out the next structure by 315.6 kJ/mol.

***

## P
Density functional theory data (ωB97M-V/def2-TZVPD) for an isolated ion of composition C6H12NO and charge +1.

Calculated values
Net charge: +1
Kohn-Sham gap, Ha: 0.4295
SMILES string: C[N@H+]1C=CC[C@@]1(C)O

```
20
Properties=species:S:1:pos:R:3:mulliken_charge:R:1
C 0.2453 -1.9734 -0.4392 -0.91
N 0.4205 -0.6980 0.2805 0.04
C 1.7911 -0.2058 0.1567 -0.38
C 1.8854 1.0352 -0.2767 -0.35
C 0.5821 1.6875 -0.5251 -0.93
C -0.5256 0.4584 -0.2230 0.83
C -1.4983 0.8025 0.8810 -1.70
O -1.0898 0.1034 -1.4050 -0.54
H 0.3356 -1.7948 -1.5097 0.38
H 1.0178 -2.6726 -0.1267 0.39
H -0.7311 -2.4039 -0.2244 0.33
H 0.2078 -0.8609 1.2705 0.40
H 2.5804 -0.8910 0.4068 0.48
H 2.8134 1.5490 -0.4484 0.47
H 0.3936 2.5238 0.1425 0.35
H 0.4535 2.0050 -1.5573 0.38
H -2.1284 -0.0532 1.1268 0.48
H -2.1467 1.6097 0.5471 0.42
H -0.9838 1.1367 1.7783 0.47
H -1.9817 -0.2555 -1.3016 0.39
```

***

## Q
Density functional theory data (ωB97M-V/def2-TZVPD) for an isolated ion of composition C6H12NO and charge +1.

Calculated values
Net charge: +1
Kohn-Sham gap, Ha: 0.3505
SMILES string: C=C(/C=[NH+]/C)[C@H](C)O

```
20
Properties=species:S:1:pos:R:3:mulliken_charge:R:1
C 0.4398 1.4757 -1.2321 -1.07
C -0.0651 0.5969 -0.4280 0.15
C 0.6832 -0.7131 -0.2043 -0.05
N 1.6982 -0.7878 0.5842 -0.01
C 2.6227 -1.8457 0.5121 -0.61
C -1.4509 1.0449 0.2638 0.38
C -2.3950 -0.1212 0.4066 -1.49
O -1.9110 2.2190 -0.1927 -0.53
H 1.3859 1.4682 -1.7439 0.37
H -0.2588 2.2806 -1.3851 0.40
H 0.3944 -1.5830 -0.7698 0.40
H 1.8169 -0.0220 1.1982 0.29
H 1.9594 -2.6022 0.0550 0.26
H 3.4269 -1.4976 -0.2118 0.33
H 3.1690 -2.1608 1.4314 0.30
H -1.1396 1.3463 1.2175 0.28
H -3.1445 0.1202 1.1395 0.38
H -1.7860 -0.8943 0.6612 0.45
H -2.8838 -0.3562 -0.4886 0.44
H -2.5618 2.0322 -0.8133 0.35
```

***

## R
Density functional theory data (ωB97M-V/def2-TZVPD) for a 2-piece molecular cluster, C6H12NO overall.

Calculated values
Net charge: +1
Kohn-Sham gap (spin up / spin down), Ha: 0.3049 / 0.2509

```
20
Properties=species:S:1:pos:R:3:mulliken_charge:R:1
C -1.4624 0.8751 0.3477 -0.57
C -1.4708 0.5478 -1.1701 -0.72
C 2.2255 0.9930 -0.5108 -0.48
C 2.1848 0.5122 0.8998 -0.50
C -0.9995 -0.4080 -0.1313 0.06
C 1.8781 -0.4175 -0.1488 0.62
N -1.5605 -1.6407 0.5563 -0.21
O 2.2479 -1.6700 -0.3598 -0.41
H -0.6983 1.6694 0.6259 0.12
H -2.5189 0.9527 0.8128 0.31
H -2.3963 0.5437 -1.6512 0.33
H -0.7090 0.9932 -1.8336 0.12
H 1.3094 1.4363 -0.8503 0.10
H 3.1866 1.1230 -1.0451 0.31
H 2.9851 0.2936 1.4476 0.36
H 1.3576 0.9456 1.4813 0.12
H -1.6572 -1.4854 1.5555 0.38
H -0.9300 -2.4234 0.3849 0.36
H -2.4123 -2.0392 0.2354 0.34
H 2.5294 -1.7071 -1.2361 0.37
```

***

P ends up most stable, edging out the next structure by 191.0 kJ/mol.

***

## P
Density functional theory data (ωB97M-V/def2-TZVPD) for a 3-piece molecular cluster, C5H14O2 overall.

Calculated values
Net charge: 0
Kohn-Sham gap, Ha: 0.3373
SMILES string: CC=C(C)C.O.O

```
21
Properties=species:S:1:pos:R:3:mulliken_charge:R:1
C 1.0651 2.8239 0.5831 -1.25
C -0.0426 1.8099 0.7306 -0.30
C -0.9325 1.4586 -0.1907 0.89
C -2.0524 0.5198 0.1757 -1.30
C -1.0752 2.1605 -1.5247 -1.16
H 1.7486 2.6185 -0.2362 0.33
H 0.6298 3.8253 0.5099 0.30
H 1.6021 2.8855 1.5329 0.34
H -0.0845 1.2912 1.6840 0.25
H -2.2273 -0.2537 -0.5720 0.34
H -3.0226 0.9763 0.3793 0.30
H -1.7256 0.0058 1.0821 0.31
H -1.9329 2.8305 -1.5016 0.29
H -1.3065 1.3678 -2.2429 0.34
H -0.1462 2.6239 -1.8413 0.32
O 0.3081 -2.9491 -1.5121 -0.61
H 1.2627 -2.9577 -1.6338 0.31
H 0.1634 -3.6517 -0.9159 0.30
O 2.4760 -6.1010 1.9788 -0.64
H 2.0641 -5.2489 2.1245 0.32
H 3.2284 -6.0357 1.3901 0.32
```

***

## Q
Density functional theory data (ωB97M-V/def2-TZVPD) for a 3-piece molecular cluster, C5H14O2 overall.

Calculated values
Net charge: 0
Kohn-Sham gap, Ha: 0.3968
SMILES string: C=CCCC.O.O

```
21
Properties=species:S:1:pos:R:3:mulliken_charge:R:1
C 0.0522 -1.8822 1.4919 -0.67
C 0.7289 -0.8192 1.0795 -0.44
C 0.1611 0.5711 1.1189 -0.49
C 0.7713 1.4817 0.0435 -0.30
C 0.0016 2.7702 -0.0854 -1.27
H -0.9852 -1.7915 1.7748 0.24
H 0.4998 -2.8677 1.5388 0.30
H 1.7729 -0.8756 0.7849 0.44
H 0.3537 0.9857 2.1054 0.31
H -0.9179 0.5104 1.0065 0.30
H 1.8072 1.6586 0.3477 0.30
H 0.8544 0.9006 -0.8780 0.29
H 0.5206 3.5465 -0.6443 0.36
H -0.1603 3.2001 0.9074 0.31
H -1.0051 2.6248 -0.4693 0.32
O 0.9065 -1.5283 -1.9076 -0.64
H 0.4366 -2.2003 -2.4295 0.29
H 0.6419 -1.7554 -1.0016 0.35
O -2.3952 -1.7834 -1.7463 -0.62
H -1.4410 -1.6971 -1.8787 0.30
H -2.6038 -1.0488 -1.1585 0.31
```

***

Q ends up most stable, edging out the next structure by 11.8 kJ/mol.